{
  "formula": "C28H47NO2P2Re",
  "method": "ωB97M-V/def2-TZVPD",
  "gap_ev": [6.323, 5.019],
  "homo_ev": [-13.52, -13.82],
  "molar_mass_g_mol": 677.84,
  "total_charge": 2,
  "fmax_ha_per_bohr": 0.0669,
  "total_energy_ev": -56069.6306,
  "multiplicity": 4,
  "symbols": ["Re", "C", "C", "C", "C", "C", "C", "H", "H", "H", "C", "H", "H", "H", "C", "H", "H", "H", "C", "H", "H", "H", "C", "H", "H", "H", "C", "C", "C", "C", "C", "C", "C", "C", "H", "H", "H", "H", "H", "H", "H", "H", "H", "H", "H", "H", "P", "P", "C", "C", "H", "H", "H", "H", "C", "H", "H", "H", "C", "H", "H", "H", "C", "H", "H", "H", "C", "H", "H", "H", "O", "C", "C", "C", "C", "O", "N", "H", "H", "H", "H"],
  "xyz": [[-0.20045, -1.86403, -0.79749], [-0.32115, -3.02084, 0.90270], [1.04111, -3.25378, 0.42664], [1.08718, -1.41315, 1.83435], [-0.29253, -1.70898, 1.50691], [1.89234, -2.27136, 1.09893], [-1.35131, -4.11300, 1.11886], [-1.18519, -4.93223, 0.40196], [-2.37276, -3.75195, 0.95242], [-1.32372, -4.52647, 2.14873], [-1.44068, -1.06500, 2.17434], [-2.37129, -1.16356, 1.60551], [-1.23402, 0.01404, 2.29847], [-1.57358, -1.55353, 3.15214], [1.48325, -0.54824, 2.98241], [1.07869, -0.95032, 3.92976], [1.03334, 0.44299, 2.91467], [2.57745, -0.46128, 3.11312], [3.37789, -2.38895, 1.16989], [3.65136, -3.04062, 2.02144], [3.88426, -1.41490, 1.32232], [3.77596, -2.86381, 0.25529], [1.51011, -4.66596, 0.17459], [1.77871, -5.16677, 1.11718], [2.38163, -4.66185, -0.47524], [0.73123, -5.24400, -0.32337], [-1.42367, -0.16705, -3.39893], [-1.68962, -1.47609, -3.54372], [-0.80014, -2.53935, -4.03967], [0.68611, -2.31457, -3.67900], [1.01699, -1.69942, -2.32935], [0.94526, -0.24404, -2.07615], [0.94724, 0.62394, -3.37614], [-0.38117, 0.58645, -4.17363], [-0.87213, -2.64849, -5.12855], [1.17650, -1.65696, -4.41309], [-1.13072, -3.50637, -3.64729], [-0.21941, 0.19266, -5.19557], [-2.16174, 0.49750, -2.93905], [-2.74179, -1.78322, -3.43809], [-0.74371, 1.62613, -4.32277], [1.10730, 1.69018, -3.13094], [1.71246, 0.21753, -1.39500], [1.79617, 0.38925, -4.07207], [1.19887, -3.28034, -3.63316], [1.90527, -2.31533, -1.96473], [-1.43884, 1.94737, 0.84621], [2.00005, 1.64618, 0.60718], [-0.47605, 2.73104, -0.50878], [1.05468, 2.94099, -0.31587], [-0.88413, 3.69111, -0.88045], [-0.66912, 1.92107, -1.24859], [1.47486, 3.05557, -1.32388], [1.28454, 3.82258, 0.29168], [2.46879, 2.46860, 2.13691], [3.35631, 1.96452, 2.54663], [1.63784, 2.45711, 2.85254], [2.67376, 3.49021, 1.79656], [3.70536, 1.36114, -0.06355], [4.18324, 2.32964, -0.20405], [3.65766, 0.80600, -0.98714], [4.24130, 0.75403, 0.66081], [-3.03124, 1.45458, 0.18208], [-3.37450, 0.58862, 0.79194], [-2.70014, 1.05727, -0.81059], [-3.86811, 2.16912, 0.08614], [-2.17616, -1.93137, -0.87425], [-2.39290, -2.67808, -1.66852], [-2.29409, -0.88447, -1.24945], [-2.66753, -2.02872, 0.10870], [-3.52606, 4.37843, 0.48427], [-2.81169, 4.29698, 1.46401], [-2.72558, 5.20808, 2.64733], [-1.78613, 4.52617, 3.65700], [-1.24092, 3.31091, 2.95632], [-0.45037, 2.45677, 3.35687], [-1.86414, 3.30461, 1.71546], [-2.32899, 6.14152, 2.27187], [-3.72333, 5.33672, 3.04004], [-0.93590, 5.14992, 3.96460], [-2.31836, 4.15091, 4.54039]],
  "forces_ev_per_angstrom": [[-0.2, 3.3, 0.3], [0.0, -0.7, 1.5], [-0.3, -0.3, 1.6], [-0.1, 0.1, -0.4], [0.1, -1.5, 0.7], [-0.2, -0.4, -0.1], [-0.3, -0.1, -0.1], [-0.1, 0.2, 0.4], [0.3, -0.1, 0.1], [0.2, 0.3, -0.6], [-0.3, 0.5, 0.5], [0.2, 0.0, 0.4], [-0.2, -0.7, 0.3], [-0.1, 0.2, -0.1], [0.2, 0.4, 0.2], [0.1, -0.1, -0.4], [0.0, 0.0, 0.0], [-0.5, 0.0, -0.2], [0.4, 0.2, -0.2], [-0.1, 0.2, -0.3], [-0.3, -0.6, -0.1], [-0.1, 0.3, 0.4], [0.1, 0.4, -0.8], [-0.2, 0.2, -0.2], [0.1, -0.2, 0.0], [0.2, -0.1, 0.1], [-0.8, 0.1, -1.4], [-1.4, 0.8, -0.7], [0.9, -0.1, -0.4], [0.2, 0.1, -0.3], [3.1, -0.4, -1.5], [2.4, -1.1, -0.3], [-0.7, 1.0, 0.1], [0.6, 0.3, 0.2], [0.0, 0.0, 0.0], [-0.1, -0.5, -0.1], [0.0, 0.1, 0.1], [-0.2, -0.1, 0.6], [-0.2, -0.4, -0.2], [0.6, 0.1, 0.6], [0.2, -0.7, 0.1], [0.1, -0.5, 0.3], [-0.7, -1.1, -0.6], [-0.5, -0.3, 1.0], [-0.1, 0.1, -0.7], [-0.6, 1.2, 0.0], [0.9, -0.4, -1.1], [0.8, 0.6, -0.1], [-0.1, -0.3, -0.8], [-0.8, -0.6, -0.3], [-0.1, -0.6, 0.1], [0.6, 0.7, -0.3], [0.2, 0.0, 0.3], [-0.2, 0.1, -0.3], [-0.4, -0.4, 0.4], [-0.3, 0.4, 0.0], [0.3, 0.2, -0.1], [0.3, -0.1, 0.4], [-1.1, -0.4, -0.1], [0.0, 0.1, 0.0], [0.2, 0.0, -0.4], [0.1, 0.1, 0.1], [-0.3, -1.1, -0.9], [0.2, 0.5, -0.5], [-0.9, 0.2, 0.5], [0.8, -0.2, -0.1], [-1.0, -0.2, 0.5], [-0.7, 0.5, 0.7], [-0.3, -0.8, 0.2], [-0.1, -0.3, -1.0], [1.2, -0.2, 1.2], [-0.8, 0.5, -0.5], [0.1, -0.2, 0.4], [0.3, 0.1, 0.4], [-0.1, 0.5, 1.0], [-1.0, 1.3, -0.6], [0.9, -1.1, 0.7], [-0.1, 0.4, 0.1], [-0.2, 0.4, 0.1], [-0.4, -0.1, 0.2], [0.2, 0.3, 0.0]],
  "lowdin_charge": [1.550, -0.440, -0.341, -0.194, -0.299, -0.196, -0.009, 0.087, 0.073, 0.115, -0.054, 0.056, 0.016, 0.125, -0.022, 0.124, 0.030, 0.096, -0.004, 0.119, 0.071, 0.097, -0.011, 0.118, 0.082, 0.081, -0.138, -0.179, -0.168, -0.168, -0.429, -0.209, -0.181, -0.164, 0.138, 0.116, 0.116, 0.129, 0.103, 0.127, 0.125, 0.088, 0.013, 0.134, 0.118, 0.127, 0.991, 1.052, -0.348, -0.326, 0.111, 0.051, 0.089, 0.084, -0.226, 0.072, 0.029, 0.073, -0.186, 0.077, 0.038, 0.043, -0.204, 0.050, 0.024, 0.066, -0.221, 0.060, 0.014, 0.019, 0.113, -0.424, -0.046, -0.045, -0.441, 0.014, -0.130, 0.138, 0.138, 0.140, 0.144]
}